1.
18
Properties=species:S:1:pos:R:3:forces:R:3 method="wB97M-V/def2-TZVPD" multiplicity=2 homo_energy_ev="0.328 / -3.122" total_energy_ha=-741.21957 s2=0.75 de_lowest_ev=3.976 charge=-1 gap_ev="2.78 / 6.19"
O -1.06374 2.30708 -0.58336 0.1624 -0.7143 0.6468
C -0.51731 1.17809 -0.30881 1.0934 1.6513 -1.2286
N -0.11349 0.97687 1.04172 0.9398 -3.3956 -0.6358
C 0.77308 -0.25686 1.43813 -2.7600 3.9190 2.4446
C 0.01002 -1.43790 2.02324 -3.7060 0.4999 -1.1470
S -0.41762 -2.93188 1.01660 1.0533 -0.5528 -0.0626
C -0.07247 0.37150 -1.37754 -0.5978 -0.5903 2.0774
N -0.01714 0.97986 -2.71262 0.4822 0.9206 1.8581
H -0.33782 1.67003 1.71666 -0.2744 0.3478 0.1686
H 1.26429 -0.41825 0.57563 1.7344 -1.2032 -2.9700
H 1.54442 0.15661 2.15036 -0.8753 -0.6320 -0.3785
H -1.10343 -1.26308 2.29261 2.0761 1.0923 -0.1787
H 0.41865 -1.74328 2.92896 1.0457 -1.0621 1.3845
H -0.67179 -2.39208 -0.18140 -0.0242 0.4223 0.1078
H 0.28081 -0.63570 -1.29886 0.2994 -0.0771 -0.0855
H 1.08354 1.08081 -2.85659 -1.6926 -0.0637 -1.0171
H -0.60979 0.41911 -3.37652 0.6275 0.4671 -0.4020
H -0.45020 1.93905 -2.48822 0.4161 -1.0292 -0.5820

2.
9
Properties=species:S:1:pos:R:3:forces:R:3 method="wB97M-V/def2-TZVPD" homo_energy_ev=-9.773 total_energy_ha=-469.04651 de_lowest_ev=2.116 gap_ev=9.21
C 0.56924 1.40407 -0.07806 0.3746 0.2792 0.2368
C -0.76320 -0.54141 0.37467 -0.1349 -1.4528 1.7801
C 0.50267 -0.02025 -0.26135 -1.5642 -0.9715 -4.6818
N 0.54511 2.50705 0.25602 0.0717 -0.2521 -0.3364
I 2.41727 -0.98513 -0.17787 -0.7502 0.2071 0.2676
H -1.50349 0.27036 0.37646 0.0485 -0.4424 -0.3751
H -1.13061 -1.47517 -0.12307 0.2537 1.0046 0.5319
H -0.61567 -0.77764 1.47057 0.0157 0.1758 -1.0111
H -0.02131 -0.38189 -1.83738 1.6851 1.4520 3.5880

3.
19
Properties=species:S:1:pos:R:3:forces:R:3 method="wB97M-V/def2-TZVPD" homo_energy_ev=-9.243 total_energy_ha=-310.91137 de_lowest_ev=4.025 gap_ev=10.35
C -2.27803 0.72953 -0.08663 0.0263 0.0118 0.0322
C -1.21988 -0.21325 0.49352 0.1291 -0.2024 -0.0992
C -0.36501 -0.76766 -0.64274 -0.0371 0.5558 -0.2649
O 0.80894 -1.35112 -0.11128 0.0739 0.1516 0.5276
C 1.44305 -0.12708 0.17939 0.3230 -0.1106 1.3895
C 2.39114 0.16606 -1.05969 -0.4033 0.3688 0.4133
C -0.12784 0.43534 1.31465 1.1095 0.0314 -0.7267
H -2.84299 0.23512 -0.88797 0.0744 0.0572 0.1736
H -1.80929 1.61952 -0.52492 -0.0155 -0.1360 0.0942
H -2.99506 1.06455 0.66971 0.1351 -0.0575 -0.0646
H -1.69521 -1.05050 1.01772 0.0388 0.1574 0.1143
H -0.88174 -1.49416 -1.29944 0.3829 0.7690 -0.1963
H 0.13933 0.25438 -0.88116 -2.2049 -1.3153 -2.1565
H 2.07083 -0.13126 1.04173 0.6748 -0.6454 0.5391
H 3.22435 -0.56336 -0.99958 -0.5169 0.2772 0.2585
H 2.84528 1.15858 -1.04482 -0.1283 0.0344 0.1128
H 1.93911 0.00930 -2.05179 -0.2215 0.1327 0.5407
H -0.36015 1.45918 1.65724 0.5059 -0.2846 -0.4475
H 0.18424 -0.18029 2.16437 0.0539 0.2043 -0.2400

4.
61
Properties=species:S:1:pos:R:3:forces:R:3 method="wB97M-V/def2-TZVPD" homo_energy_ev=-9.537 total_energy_ha=-7182.63417 smiles=C1CCOC1.C1CCOC1.ClCCl.ClCCl.ClCCl.ClCCl.ClCCl.ClCCl.ClCCl gap_ev=9.85
C -0.48227 2.39029 3.71778 1.0557 -0.3753 -0.7408
C -1.25158 3.24150 2.71035 -2.2683 0.6239 0.9926
C -0.49171 3.24462 1.38810 -0.5796 0.7464 1.3324
O 0.66107 2.53732 1.73990 1.7724 -0.7749 -1.5970
C 0.93989 2.55331 3.13051 -0.9364 0.0282 -0.1333
H -0.74343 1.33804 3.55771 -0.0478 0.0752 0.1813
H -0.56508 2.60749 4.78585 -0.1742 0.3215 -0.2962
H -1.40722 4.25751 3.09464 0.2411 -0.0875 -0.0680
H -2.26726 2.85169 2.59266 0.0618 -0.0135 -0.0710
H -0.28828 4.30374 1.13454 0.2051 -0.4848 -0.2875
H -1.07092 2.76636 0.58092 0.6207 -0.0184 0.2514
H 1.39495 3.53725 3.38413 0.0379 -0.7080 0.2197
H 1.56890 1.66204 3.30305 0.0268 0.8556 0.1537
C -1.59409 -2.81671 0.92221 0.5649 0.1443 0.3789
C -0.53053 -3.11434 2.02312 -0.7853 -0.1954 0.0533
C -0.49550 -4.63911 1.96695 0.0097 0.3801 -0.0859
O -0.60666 -4.94749 0.59415 0.6532 -0.7072 0.1283
C -1.51714 -4.05423 0.01454 -0.4884 0.2103 0.1604
H -1.35498 -1.89031 0.41160 -0.1081 0.0302 -0.1263
H -2.61401 -2.76667 1.28991 0.0000 0.2866 0.3740
H -0.79048 -2.84088 3.05796 -0.0599 0.4128 -0.4767
H 0.41935 -2.64557 1.73571 -0.0898 -0.3086 0.1567
H -1.38905 -5.04954 2.48843 0.6091 0.0718 0.1161
H 0.45420 -5.02106 2.35141 -0.3349 -0.3459 -0.0286
H -2.52964 -4.48011 -0.01598 0.1780 -0.2470 -0.2752
H -1.15860 -3.88102 -0.98889 -0.1050 0.2670 -0.3998
Cl -2.79790 0.54547 0.21347 -0.1514 -0.0704 0.0466
C -4.52153 0.93152 0.12552 -0.3413 0.1121 -0.5498
Cl -4.98394 2.23858 1.21612 -0.0064 -0.0805 0.2516
H -4.77672 1.30074 -0.87037 0.3316 -0.2373 0.1100
H -5.09425 0.02753 0.33418 0.1533 0.2300 0.1931
Cl 3.60106 -2.42940 2.86179 -0.3060 0.0789 0.2810
C 2.97780 -0.79755 3.06139 0.1768 0.9980 -0.1953
Cl 2.36727 -0.12395 1.53215 -0.2206 -0.2959 0.0292
H 2.21178 -0.65524 3.83635 0.1892 -0.6876 -0.3746
H 3.79545 -0.12282 3.27083 0.3262 -0.2564 0.3842
Cl 4.60545 4.80709 0.64409 -0.3699 -0.1411 -0.2075
C 4.25031 3.06414 0.50059 0.8885 -0.0095 0.1669
Cl 4.75630 2.39484 -1.08051 -0.4278 0.1997 0.3298
H 4.92697 2.62588 1.23275 -0.4229 -0.2418 -0.0684
H 3.19946 2.85482 0.70487 0.1756 0.1370 -0.1774
Cl -1.74342 -4.03487 -4.43973 -0.1635 -0.0625 0.0488
C -0.94955 -2.55957 -3.90627 0.3049 0.2391 0.0176
Cl -2.05141 -1.40490 -3.10517 -0.0239 -0.1953 -0.1163
H -0.17806 -2.81956 -3.17919 -0.1738 0.1140 -0.2797
H -0.53505 -2.07031 -4.78988 -0.0383 -0.0750 0.3311
Cl -1.81868 2.94969 -2.16807 -0.2691 0.1433 -0.1749
C -2.38807 2.10863 -3.60466 0.0768 -0.8467 -0.8528
Cl -2.90668 3.13963 -4.94513 0.0478 0.4531 0.0406
H -1.57150 1.49781 -4.00690 -0.2052 0.2176 0.4053
H -3.25566 1.47340 -3.42044 0.2979 0.1506 0.5193
Cl 2.56348 -2.85763 -4.57983 0.1652 0.1959 0.2791
C 3.25708 -1.21773 -4.70418 -0.1196 0.0661 -0.4431
Cl 4.24752 -0.69044 -3.33434 -0.2627 -0.2944 -0.1333
H 3.88318 -1.23641 -5.59175 0.0043 0.1063 0.1416
H 2.42106 -0.52762 -4.83027 0.2798 -0.1303 0.1733
Cl 1.12732 1.15196 -3.14612 -0.0489 -0.4529 0.2849
C 0.83163 0.55163 -1.47720 -0.8055 0.6238 -0.0248
Cl 0.88607 -1.19838 -1.23886 0.3065 0.2401 -0.3426
H 1.56432 1.05937 -0.85627 0.0032 -0.2682 0.0569
H -0.19103 0.87954 -1.23021 0.5707 -0.1473 -0.0630

5.
10
Properties=species:S:1:pos:R:3:forces:R:3 method="wB97M-V/def2-TZVPD" homo_energy_ev=-9.208 total_energy_ha=-1124.89703 de_lowest_ev=1.670 smiles="COC(=O)C(=S)Cl" gap_ev=8.60
C -0.72205 0.51852 -0.27076 -0.4940 -1.4911 0.2910
O -0.22381 1.84252 -0.06047 0.4698 0.6084 0.2716
C 0.55183 2.13408 0.97880 1.9015 1.0794 1.1596
O 0.86417 1.47788 1.96449 -1.0313 1.6972 -2.9156
C 1.29148 3.80292 0.50846 -2.3269 -3.3826 0.4084
S 2.81711 3.99201 0.24126 1.0995 0.0667 0.2303
Cl 0.05118 4.87880 0.02709 -0.2423 0.1986 0.2119
H -1.37288 0.21151 0.62985 0.3214 0.6539 -1.8006
H 0.12397 -0.21117 -0.16909 -0.5614 0.6661 -0.6033
H -1.19909 0.51657 -1.35848 0.8638 -0.0966 2.7466

6.
55
Properties=species:S:1:pos:R:3:forces:R:3 method="wB97M-V/def2-TZVPD" homo_energy_ev=-6.057 total_energy_ha=-2211.22414 de_lowest_ev=0.989 gap_ev=6.52
Hf -0.19824 0.36456 0.10414 3.0872 -3.3722 0.3867
P -1.60562 -1.45886 1.45066 -0.0329 0.1432 0.3292
P 1.58175 1.52063 -1.48673 0.0235 0.3837 0.1346
N 1.33035 -0.96991 0.48362 -2.6637 2.5390 -0.6276
H -3.51207 0.74045 -0.76669 -0.3514 -0.0398 -0.2010
C -2.51738 -2.75746 0.56763 0.0015 -0.0802 -0.2275
H -3.15381 -3.32265 1.25722 0.0745 0.0645 -0.1228
H -1.79987 -3.43542 0.08887 -0.1420 0.1361 0.1381
H -3.12763 -2.30481 -0.22301 0.0793 -0.0768 0.1966
C -2.89026 -0.50592 2.31903 -0.3045 -0.1155 0.2311
H -3.58469 -1.19084 2.81401 -0.0829 0.2363 0.1080
H -3.43423 0.13982 1.61652 0.1000 -0.2444 0.1194
H -2.42088 0.15554 3.05908 -0.0924 -0.2030 -0.0983
C -0.68223 -2.33006 2.75072 0.0816 -0.0070 0.0788
H -1.35689 -2.81987 3.46260 0.1262 0.0406 -0.1129
H -0.04103 -1.60880 3.27470 -0.1777 -0.1840 -0.1098
H -0.01471 -3.06806 2.28659 -0.1611 0.1940 0.0712
C 1.65415 1.12998 -3.25208 -0.0349 -0.1891 -0.1361
H 2.37250 1.78263 -3.75787 -0.1045 -0.1224 -0.0261
H 0.65501 1.25023 -3.68838 0.2320 0.0329 0.0723
H 1.94979 0.08010 -3.36569 -0.0056 0.2328 -0.0278
C 1.16034 3.28746 -1.42253 0.1408 0.3715 -0.2044
H 1.82530 3.85622 -2.08024 -0.1071 0.1371 0.1294
H 1.23860 3.65703 -0.39203 0.0912 -0.0952 -0.2643
H 0.11706 3.44428 -1.72793 0.2886 -0.0976 -0.0227
C 3.28554 1.40916 -0.86922 0.0829 -0.0726 0.0305
H 3.93656 2.12675 -1.38248 -0.0577 -0.1483 0.0984
H 3.64988 0.38339 -1.01267 -0.0986 0.2394 0.0300
H 3.28969 1.59927 0.21290 -0.0085 -0.0166 -0.3051
C 2.33484 -1.72770 0.88475 2.3456 -1.8905 0.9887
C 3.76470 -3.78415 0.72827 0.0226 0.4516 0.3449
C 2.72099 -2.99272 0.26730 -0.6125 0.9291 0.1496
C 3.18356 -1.40283 2.02855 -0.7337 0.0667 -0.6575
C 4.22191 -2.21324 2.46959 -0.2355 -0.2596 -0.4877
C 4.53624 -3.41525 1.83209 -0.1262 0.0968 -0.0629
H 3.99741 -4.70987 0.23018 -0.0553 -0.2136 -0.2288
H 2.13500 -3.31567 -0.59438 0.1101 0.0438 0.1248
H 2.96559 -0.47509 2.56230 0.0190 -0.1524 -0.1234
H 4.80793 -1.91948 3.32357 0.0666 0.2068 0.2350
H 5.35809 -4.04365 2.18406 -0.3008 0.2176 -0.1231
C -2.86976 0.95495 -1.62398 0.6644 -0.4082 1.0086
O -1.60493 0.35415 -1.19196 -1.2890 0.8472 -1.3527
C -3.30595 0.24251 -2.87196 0.5884 -1.0712 -0.1306
H -3.87012 0.83955 -3.56963 -0.4102 0.2521 -0.0143
H -3.85451 -0.65901 -2.59553 -0.0615 -0.0399 -0.3142
H -2.38109 -0.07544 -3.38594 -0.4084 0.1020 0.0775
C -2.87666 2.46083 -1.81940 -0.8730 -0.0027 -1.2468
H -2.76662 2.70398 -2.89022 0.4188 -0.0047 0.3590
H -2.19626 3.01752 -1.22646 0.6865 0.2964 0.2995
H -3.88057 2.84550 -1.57444 0.2859 -0.2345 0.0607
O -3.02469 2.80204 1.08115 1.6742 1.0298 0.1692
Cl -1.68443 3.30530 1.32345 0.2241 -0.5258 -0.6423
O -1.21637 4.36704 0.45682 -1.0903 -1.2977 0.7757
O -1.45360 3.60727 2.68633 -0.0717 -0.2167 -0.1772
O -0.74770 2.07860 0.96474 -0.8218 2.0911 1.3003